Entry from the Open Molecules 2025 dataset: a structure of composition C43H34N8Ti (ωB97M-V/def2-TZVPD).

The geometry in XYZ format:
```
86
Properties=species:S:1:pos:R:3:forces:R:3
N 1.096530 1.720629 -1.145692 -0.3 0.2 0.1
H -0.191053 -3.278287 4.729287 0.0 0.0 0.0
C 1.728691 -1.958025 -4.072217 -0.1 0.0 0.0
H 1.920453 0.617762 6.056817 0.0 0.0 0.0
H -3.470317 -0.802964 -1.760597 0.0 0.0 0.1
N -3.451144 -1.842539 0.904842 0.1 0.0 0.0
H -0.782553 1.020213 -3.402643 0.0 0.0 0.0
C 2.340140 1.056122 2.226575 0.0 0.0 0.0
C 0.743058 5.113169 -2.646588 -0.1 0.1 0.0
C 1.788169 -0.770797 -0.561640 0.4 0.1 -0.2
Ti 0.009231 0.148052 -0.034162 -0.2 -0.1 0.2
H 4.424808 0.964512 2.601532 0.0 0.0 0.0
C 2.588298 0.068952 -1.367044 -0.1 0.0 0.1
C -3.010066 2.676209 1.894170 0.0 0.0 0.0
N 2.145492 1.362282 -1.709639 0.6 -0.2 -0.3
C 0.984929 -2.834644 -3.271232 0.1 0.1 0.0
C -4.751376 2.323370 0.300519 0.0 0.0 0.0
C 4.354932 -1.535851 -1.484969 0.0 0.1 -0.1
N -1.249381 -1.107152 0.772264 0.1 0.2 -0.1
C -0.474383 -2.232213 2.876237 0.1 0.0 0.0
C 2.641972 -4.497739 -3.615219 0.0 0.0 0.0
C 3.378727 -3.606030 -4.411167 0.0 0.0 0.0
C -1.122534 4.655291 -1.197829 0.0 0.1 0.0
C -2.742338 -2.266126 2.056976 0.0 0.1 -0.1
H 2.460559 1.200540 1.161302 0.0 0.0 0.0
H 0.568259 -1.953081 2.768586 0.0 0.0 0.0
C -0.577174 3.416554 -0.902679 0.1 -0.1 0.0
C 3.289949 0.756621 4.428899 -0.1 0.0 0.0
C -1.482064 0.996067 3.863520 0.0 0.0 0.0
H -2.531140 3.301444 2.637993 0.0 0.0 0.0
H -2.496557 0.994038 4.236010 0.0 0.0 0.0
C 3.841208 -0.297604 -1.840793 0.1 0.0 0.0
H -2.036804 1.021593 -1.575561 0.0 0.0 0.0
H 0.872461 -4.813242 -2.426914 0.0 0.0 0.0
H 4.311354 -3.936825 -4.847649 0.0 0.0 0.0
C -2.234679 -3.349546 4.108982 0.0 0.1 -0.1
C 3.434315 0.928263 3.034240 0.0 0.0 0.0
C -2.460700 1.414992 1.625080 0.0 0.0 -0.1
C 0.619975 3.021180 -1.485739 -0.1 0.2 0.0
H -0.563019 0.727721 5.766591 0.0 0.0 0.0
C 2.045406 0.734234 4.987940 0.1 0.0 0.0
N 0.989466 -0.787425 -4.096787 0.1 0.0 0.0
C -2.514324 -0.927791 -1.245453 0.1 0.0 0.0
C -3.074934 0.593619 0.670500 0.1 0.0 0.0
H -1.074018 2.767249 -0.191980 -0.1 0.0 0.1
H -2.053789 4.956601 -0.737477 0.0 0.0 0.0
C -4.132246 3.138330 1.236811 0.0 0.0 0.0
H -4.731077 0.437319 -0.681491 0.0 0.0 0.0
C 2.935988 -2.321239 -4.656178 0.0 0.0 0.0
H 1.245877 0.073001 -4.548444 0.0 0.0 0.0
H -4.529001 4.118707 1.463080 0.0 0.0 0.0
C 2.334122 -2.003867 -0.239078 0.0 -0.2 0.0
H -2.034089 -0.183516 -3.717814 0.0 0.0 0.1
H 5.328876 -1.842439 -1.840514 0.0 0.0 0.0
C 3.603499 -2.380903 -0.683838 -0.1 0.0 0.1
N -1.548528 0.130753 -1.672331 -0.2 0.0 0.1
N -0.048502 1.103426 1.952711 -0.2 0.0 -0.1
N -0.160973 -2.201448 -2.813677 -0.1 0.0 -0.1
H -0.884280 6.474043 -2.304828 0.0 0.0 0.0
C -4.225876 1.072552 0.035105 0.0 0.0 0.0
H -5.642394 2.654220 -0.215406 0.0 0.0 0.0
C 0.893361 0.865793 4.177286 -0.1 0.0 0.0
C -0.906040 -2.977598 3.975050 0.0 0.0 0.1
C 1.288923 3.877108 -2.357570 0.1 -0.2 0.0
C -2.591892 -0.827276 0.280731 -0.3 0.1 -0.1
H -4.396792 -1.533481 1.081582 0.0 0.0 0.0
H 1.259719 5.782058 -3.320948 0.0 0.0 0.0
H 1.759812 -2.708171 0.354790 0.0 0.0 0.0
H 3.996805 -3.351222 -0.409647 0.0 0.0 0.0
H 3.023672 -5.497552 -3.458034 0.0 0.0 0.0
H 4.392256 0.389084 -2.470804 0.0 0.0 0.0
C -0.464090 5.504895 -2.074159 0.0 0.0 0.0
C -0.114561 -1.005329 -3.324598 0.0 0.0 0.2
C 1.040837 1.008788 2.779489 0.1 0.0 0.0
H 2.226774 3.560883 -2.791096 0.0 0.0 0.0
H -2.091145 -1.895648 -1.496984 0.0 0.0 0.0
H 3.502633 -1.637741 -5.274250 0.0 0.0 0.0
H -4.207225 -3.319996 3.214257 0.0 0.0 0.0
C 1.443808 -4.129277 -3.039755 0.0 0.0 0.1
H 4.168607 0.654498 5.050152 0.0 0.0 0.0
C -1.159528 0.041818 -3.095541 0.1 0.0 -0.2
C -0.414223 0.851631 4.701516 0.0 0.0 -0.1
C -1.265712 1.110313 2.478099 0.1 0.1 0.2
C -3.175567 -3.003507 3.132090 0.0 0.0 0.1
H -2.547268 -3.929856 4.965895 0.0 0.0 0.0
C -1.408594 -1.858551 1.931155 -0.1 -0.2 0.1
```
Positions in Å, forces in eV/Å.

The calculation puts the molar mass at 710.67 g mol⁻¹. The calculation puts the relative energy (zero: lowest compared OMol25 entry of this formula, charge and spin) at 87.7 kJ/mol. As for the total charge: +1. As for the HOMO energy (spin up / spin down): -0.34780 / -0.34830 hartree. The HOMO-LUMO gap (spin up / spin down) comes out at 5.96 / 5.89 eV. As for the energy: -80176.09811 eV. Its spin multiplicity is 2. The calculation puts the LUMO energy (spin up / spin down) at -3.499 / -3.588 eV.

Atom charges from the Mulliken analysis, given in e for atoms 1 to 5: atom 1 (N): 1.741, atom 2 (H): 0.474, atom 3 (C): 0.609, atom 4 (H): 0.447, atom 5 (H): 0.390

Entry from the Open Molecules 2025 dataset: a structure of composition C43H35BrInN5P3S2Se2 (ωB97M-V/def2-TZVPD).

The geometry in XYZ format:
```
92
Properties=species:S:1:pos:R:3:forces:R:3
H -4.767416 1.281424 2.485098 0.0 0.0 0.0
H 1.826245 -6.998041 -2.654958 0.0 0.0 0.0
H -4.678258 -3.280966 -2.357348 0.0 0.0 0.0
Br 0.859601 1.974009 -3.059438 -0.1 0.1 -0.1
C 0.715521 -4.019475 -1.455785 0.1 -0.1 0.1
C -2.204208 0.149383 0.560410 0.0 0.0 0.0
C -4.038664 2.256746 0.713449 -0.2 -0.4 -0.4
C 3.301066 5.203827 4.993011 -0.1 0.0 -0.1
C 2.188989 4.372328 5.081474 0.0 0.0 -0.1
C -0.712122 -2.561077 -3.448619 0.0 0.1 0.0
H -1.935183 -0.667250 -5.986527 0.0 0.0 0.0
C 0.765392 -5.695757 0.284639 0.0 0.1 -0.1
C -3.128127 0.214630 1.606816 -0.1 0.0 0.0
C -1.406802 3.265965 2.293713 0.0 0.1 0.1
C -3.626019 -4.615890 0.574655 0.1 0.1 0.0
C -2.198865 1.160437 -0.394035 -0.1 0.0 0.1
H 2.080498 -2.590610 1.215881 0.1 0.0 0.0
H 0.588126 -5.970935 1.318217 0.0 0.0 0.0
H -0.758039 6.007327 0.420587 0.0 0.0 0.0
H 3.347477 5.631786 1.623601 0.0 0.0 0.0
C 5.858609 1.385799 -0.116029 0.2 0.2 -0.1
C 0.506504 -4.391281 -0.134308 -0.1 0.0 0.0
C -2.376928 -2.616357 0.051309 -0.1 0.0 -0.1
C 2.955259 -2.014081 0.947972 0.0 0.1 0.0
C 1.197491 -4.972377 -2.359799 0.0 0.0 0.1
C -1.311459 5.330421 1.059825 -0.1 0.0 0.1
Se 1.397143 1.725301 1.239542 0.1 -0.1 0.0
H -4.747932 3.074936 0.773902 0.1 -0.1 -0.1
S 2.218150 -1.662072 -2.797882 -0.1 0.0 0.0
C 1.923531 4.446133 2.678522 0.0 0.0 0.1
H -4.333819 4.957600 2.553972 0.0 0.0 0.0
H 1.385837 -4.685626 -3.387908 0.0 0.0 0.0
P 1.079567 3.895188 1.133831 0.0 0.0 0.0
P 0.453275 -2.306631 -2.041094 -0.3 0.1 -0.4
C -1.826894 -1.515962 -5.320695 0.0 0.0 0.0
C -2.653800 -2.629626 -5.465223 0.1 0.1 0.0
S -0.279039 -1.688505 2.194171 -0.1 0.0 0.0
C -2.708135 3.559119 2.679896 0.3 0.3 0.4
H 1.431410 -7.651713 -0.294870 0.0 0.0 0.0
C -0.866849 -1.481851 -4.322336 0.0 0.0 -0.1
C 1.235378 -6.635821 -0.618102 0.0 0.1 -0.1
N 6.131719 2.596149 -0.606500 -0.1 -0.1 0.0
C 3.981801 2.521702 -1.625743 -0.1 -0.1 -0.1
H -3.077022 3.007526 -1.050760 0.0 0.0 0.0
H 4.552275 -3.105411 1.791955 0.0 0.0 0.0
H -3.256657 2.849387 3.288143 0.2 0.2 0.0
N 2.957706 -0.877261 0.288349 0.2 -0.1 0.1
H -3.151809 -4.570469 -4.698565 0.0 0.0 0.0
H -5.133872 -5.192845 -0.845474 0.0 0.0 0.0
P -1.108231 -1.325683 0.414695 -0.6 0.2 0.1
N 4.213932 -2.304169 1.289881 0.2 -0.1 0.1
C 1.508443 3.993449 3.933397 0.0 0.0 0.0
H -3.123851 -0.561430 2.364774 0.0 0.0 0.0
H -3.410119 -2.652164 -6.242526 0.0 0.0 0.0
C -3.105654 2.217952 -0.309471 0.0 -0.1 -0.1
C 5.182548 3.160722 -1.345836 0.1 0.0 0.1
H 3.214914 2.969497 -2.240938 0.0 0.1 0.0
C -2.637974 -3.689398 0.896618 -0.1 0.0 0.0
C 3.720362 5.652228 3.749321 0.0 0.0 0.0
C -1.542043 -3.665825 -3.596352 0.0 -0.1 -0.1
H 3.835965 5.496709 5.889750 0.0 0.0 0.0
C -4.047837 1.250120 1.675189 -0.1 -0.4 -0.3
H 0.130023 -3.665602 0.582868 0.1 -0.1 -0.1
H -3.099200 6.515006 1.076051 0.0 0.0 0.0
H 5.361481 4.162283 -1.719639 0.0 -0.1 0.0
H -3.820542 -5.449376 1.239660 0.0 0.0 0.0
H -2.917877 -1.648192 -1.785526 0.0 0.0 0.0
H -1.459602 -4.503594 -2.915214 0.0 0.0 0.0
H 0.654177 3.334330 4.020375 0.0 0.0 0.0
H -0.960130 2.316169 2.566832 0.0 0.0 0.0
C 4.655269 0.754486 -0.365942 -0.2 -0.3 0.2
C -4.112539 -3.399729 -1.440641 0.0 0.0 0.1
C -3.122855 -2.481271 -1.119552 0.0 0.1 0.0
C -2.621356 5.611046 1.433380 0.0 -0.1 0.0
H -0.232510 -0.608739 -4.208511 0.0 0.0 0.0
C 1.452796 -6.269524 -1.945440 0.0 0.0 0.1
C -4.365606 -4.471436 -0.593245 0.1 0.0 0.0
C -0.176245 -1.109304 -0.994274 0.8 -0.4 0.1
C 4.265423 -0.518751 0.264033 0.1 0.5 -0.3
C 3.033094 5.277687 2.598238 0.0 0.0 0.0
H -1.498880 1.112438 -1.217384 0.0 0.0 -0.1
H 6.605582 0.903664 0.501990 0.0 0.0 0.0
H -2.062528 -3.780745 1.811175 0.0 0.0 0.0
C -3.315468 4.734814 2.257185 0.2 0.2 0.1
H 1.853482 4.013267 6.047245 0.0 0.0 0.0
N 3.723891 1.316939 -1.136154 0.0 0.1 -0.1
N 5.082779 -1.352669 0.860438 -0.4 -0.2 0.1
C -2.508565 -3.702915 -4.602534 0.1 0.0 0.1
Se 1.697050 5.041576 -0.542332 0.1 0.0 0.0
C -0.689387 4.168117 1.505642 -0.2 0.0 0.1
H 4.585572 6.299642 3.669019 0.0 0.0 0.0
In 1.401563 0.389142 -1.137189 0.0 -0.1 0.3
```
Positions in Å, forces in eV/Å.

The calculation puts the molar mass at 1131.49 g mol⁻¹. The calculation puts the relative energy (zero: lowest compared OMol25 entry of this formula, charge and spin) at 0.0 kJ/mol. As for the total charge: -1. As for the HOMO energy: -0.17909 hartree. The HOMO-LUMO gap comes out at 6.99 eV. As for the energy: -308063.40681 eV. Its spin multiplicity is 1. The calculation puts the LUMO energy at 2.117 eV.

Atom charges from the Mulliken analysis, given in e for atoms 1 to 5: atom 1 (H): 0.431, atom 2 (H): 0.403, atom 3 (H): 0.476, atom 4 (Br): -0.589, atom 5 (C): 0.640

Entry from the Open Molecules 2025 dataset: a structure of composition C43H35Cl3GeN5O4S3Sn (ωB97M-V/def2-TZVPD).

The geometry in XYZ format:
```
95
Properties=species:S:1:pos:R:3:forces:R:3
C 2.676920 3.381880 -1.344928 -0.1 0.0 0.1
H 1.827701 2.350067 2.407112 0.0 0.0 0.1
H -0.803113 4.822076 -4.059224 0.0 0.0 0.0
C -3.314660 -4.753309 0.518486 0.4 0.2 -0.2
H 4.428046 -3.112344 3.506088 0.0 0.0 0.0
N -0.236449 -1.869930 0.118257 0.3 -0.2 0.1
C 5.412853 1.183947 1.505544 0.0 0.0 0.0
S -0.976565 1.688358 -0.281942 0.1 -0.4 -0.1
C -4.649095 -4.070454 0.492748 -0.2 0.0 0.1
C -6.976813 -2.688087 0.370185 0.0 0.1 0.0
C -1.696774 3.080086 0.542231 0.3 0.0 -0.1
H 2.569964 0.388406 -2.947731 0.0 0.0 -0.1
C -5.835526 -4.757121 0.721605 0.1 0.0 0.0
H 3.710991 2.737782 3.996580 0.0 0.0 0.0
H 6.413564 0.869715 1.243055 0.0 0.0 0.0
C 1.133577 -1.263582 2.712360 0.0 0.2 -0.2
Sn -2.167681 -1.621113 -0.765997 0.2 0.1 -0.6
H -5.816885 -5.816185 0.931526 0.0 0.0 0.0
H 1.527440 -6.196625 -1.719212 0.0 0.0 0.0
C -3.685827 4.163380 1.269374 0.0 0.0 0.0
C -3.076929 3.076422 0.664614 0.0 -0.2 -0.1
H -3.398820 6.065756 2.210006 0.0 0.0 0.0
H 3.472934 1.810413 -4.786262 0.0 0.0 0.0
C 4.369970 0.963261 0.625624 0.0 -0.1 -0.1
C 2.738962 1.448068 -2.809369 -0.1 -0.2 0.1
C 3.095719 1.387274 0.981638 -0.3 -0.2 0.2
C -0.781196 2.771471 -4.690744 0.0 0.0 0.0
H -7.968897 -4.542240 0.803454 0.0 0.0 0.0
H -3.648605 2.229884 0.300954 0.0 0.0 0.0
H 0.942732 -0.984240 4.818620 0.0 0.0 0.0
C -0.822501 1.126341 -2.944877 0.0 -0.1 0.1
S 1.823834 1.083795 -0.222248 -0.2 -0.1 -0.2
H 0.164746 4.082990 0.892019 0.0 0.1 0.0
C 3.511059 -2.584440 3.280985 0.0 0.0 0.0
N 1.807273 -0.379925 -0.741864 0.3 0.0 0.2
C -0.787658 1.441638 -4.291972 0.0 0.0 0.0
C 3.291056 -2.761771 -1.463193 0.0 0.0 -0.1
H 3.679240 -2.899038 1.160258 0.0 0.0 0.1
S 1.220670 -1.714963 0.052785 -0.6 0.3 -0.1
H 3.759495 -1.788833 -1.396949 0.0 0.0 0.0
H 3.372593 5.218000 -2.189484 0.0 0.0 0.0
C 2.835953 2.028928 2.178579 -0.3 0.0 0.0
C 3.271786 -5.045541 -2.206732 -0.1 0.0 0.0
N -4.605146 -2.776867 0.211299 0.1 0.1 0.1
Ge -2.438407 -0.641762 2.240332 -0.4 0.2 0.7
C -5.561170 -0.643798 -0.225960 0.2 -0.2 -0.2
H -7.213440 -0.135794 0.628328 0.0 -0.1 0.1
C 1.387795 -4.191965 -0.982639 -0.1 0.1 0.1
H -0.786971 3.014623 -5.745053 0.0 0.0 0.0
C 2.736774 -2.060921 4.308044 0.0 0.0 0.0
H 4.870062 -3.668002 -2.593762 0.0 0.0 0.0
C -7.021037 -4.045288 0.650039 0.0 0.0 0.0
C -0.820604 3.481332 -2.392294 0.1 0.1 0.0
H -0.852592 4.272214 -1.654965 0.0 0.0 0.0
Cl -1.489073 1.037002 3.273810 -0.1 -0.3 -0.2
Cl -1.770706 -2.392089 3.381838 -0.3 0.1 -0.2
C 3.244097 2.247449 -3.823757 0.0 0.1 0.0
H 4.535946 0.481205 -0.330721 0.1 0.0 0.0
H 0.205691 -0.765790 2.468220 0.3 0.0 0.1
H -7.899019 -2.127059 0.289191 0.0 0.0 0.0
C 1.907781 -1.802414 1.698669 0.2 0.1 -0.3
C 3.098570 -2.462009 1.962280 0.1 0.0 -0.1
C 3.891343 2.240737 3.053067 0.0 0.0 0.1
O -6.521084 0.219867 0.058705 -0.1 0.3 -0.1
H -2.495064 -6.377684 1.067621 0.2 0.1 -0.1
N 0.533526 1.710927 0.372042 0.0 0.2 0.0
C 5.169435 1.818085 2.718911 0.0 0.0 0.1
H 3.049540 -2.190417 5.335805 0.0 0.0 0.0
H 2.467473 3.803236 -0.368281 0.0 0.0 0.0
C 2.456317 2.032335 -1.587808 -0.2 -0.2 -0.1
C 2.044331 -2.974252 -0.891889 0.1 0.3 0.0
C -5.740882 -2.089999 0.161357 -0.1 -0.2 0.0
O -2.305559 -4.249174 0.073543 -0.1 -0.1 0.2
C -1.534216 5.211423 1.594974 0.0 0.0 0.0
C 1.552834 -1.393979 4.023920 0.0 0.1 0.0
H 3.853220 4.218829 -4.397775 0.0 0.0 0.0
C -0.837826 2.149003 -2.010104 0.0 0.2 0.2
H 5.986685 1.981636 3.408804 0.0 0.0 0.0
C -0.792374 3.787052 -3.744978 0.0 0.0 0.0
H -0.778058 0.648907 -5.028087 0.0 0.0 0.0
C 3.184656 4.167474 -2.363177 0.0 0.0 0.0
O -4.575738 -0.288366 -0.824913 -0.1 0.2 0.2
C -2.916764 5.222961 1.732812 0.0 0.0 0.0
Cl -4.547856 -0.367867 2.844315 0.4 0.0 -0.3
C 2.015224 -5.234609 -1.644777 0.1 0.0 0.0
H 3.763081 -5.868352 -2.708564 0.0 0.0 0.0
H 0.399511 -4.294021 -0.549347 0.0 -0.1 0.0
H -0.944905 6.043197 1.955862 0.0 0.0 0.0
H -4.761507 4.181949 1.375874 0.0 0.0 0.0
C 3.902385 -3.809876 -2.132274 0.0 0.0 0.0
C -0.911035 4.131063 0.992598 0.0 0.0 0.1
H -0.852431 0.094100 -2.617131 0.1 0.0 -0.1
O -3.365594 -5.957261 1.056134 -0.4 -0.2 0.1
C 3.462208 3.599423 -3.601488 0.0 0.0 -0.1
N -1.794507 0.463393 -0.160608 -0.2 0.1 0.3
```
Positions in Å, forces in eV/Å.

The calculation puts the molar mass at 1079.66 g mol⁻¹. The calculation puts the relative energy (zero: lowest compared OMol25 entry of this formula, charge and spin) at 0.0 kJ/mol. As for the total charge: +2. As for the HOMO energy (spin up / spin down): -0.46815 / -0.48984 hartree. The HOMO-LUMO gap (spin up / spin down) comes out at 7.83 / 6.35 eV. As for the energy: -193204.73818 eV. Its spin multiplicity is 2. The calculation puts the LUMO energy (spin up / spin down) at -4.913 / -6.976 eV.

Atom charges from the Mulliken analysis, given in e for atoms 1 to 5: atom 1 (C): -0.816, atom 2 (H): 0.446, atom 3 (H): 0.506, atom 4 (C): 0.125, atom 5 (H): 0.488

Question: Which of these has the lowest total charge?
Answer: C43H35BrInN5P3S2Se2